ORCA calculation (ωB97M-V/def2-TZVPD) on a cluster of 12 separate species, C36H92ClFNO16PS in total.

Each atom is followed by the atoms it is bonded to, with distances in Å.
Positions of all 149 atoms, in Å:
1 C -3.6279 -1.4221 1.4554  C2 1.542, H25 1.086, H26 1.085, H27 1.087
2 C -3.8890 -2.7376 0.6935  C1 1.542, P3 1.840, H28 1.089, H29 1.084
3 P -2.4399 -3.5847 -0.0606  C2 1.840, C4 1.831, C5 1.897
4 C -1.0963 -3.1608 1.1087  P3 1.831, H30 1.087, H31 1.086, H32 1.085
5 C -2.0607 -2.7318 -1.7118  P3 1.897, C6 1.566, C10 1.528, C18 1.564
6 C -3.0165 -3.3150 -2.8068  C5 1.566, C7 1.501, H33 1.088, H34 1.088
7 C -4.3359 -3.9168 -2.4195  C6 1.501, O8 1.176, F9 1.323
8 O -5.3820 -3.3894 -2.5166  C7 1.176
9 F -4.2650 -5.1811 -2.0366  C7 1.323
10 C -2.2929 -1.2218 -1.7551  C5 1.528, N11 1.446, O12 1.442, H35 1.102
11 N -3.6706 -0.8272 -1.5637  C10 1.446, H36 1.015, H37 1.012
12 O -1.4864 -0.5194 -0.7883  C10 1.442, S13 1.582
13 S 0.0091 -0.3753 -1.2832  O12 1.582, O14 1.431, O15 1.425, C16 1.833
14 O 0.0481 0.4628 -2.4425  S13 1.431
15 O 0.7802 0.0178 -0.1509  S13 1.425
16 C 0.5146 -2.0544 -1.8179  S13 1.833, Cl17 1.767, C18 1.559, H38 1.087
17 Cl 1.6056 -2.6776 -0.5753  C16 1.767
18 C -0.6276 -3.0137 -2.2721  C5 1.564, C16 1.559, C19 1.543, H39 1.092
19 C -0.2401 -4.5071 -2.2285  C18 1.543, C20 1.542, H40 1.084, H41 1.089
20 C 0.1257 -5.0176 -3.6364  C19 1.542, C21 1.542, H42 1.090, H43 1.090
21 C 1.2726 -4.2132 -4.2808  C20 1.542, C22 1.530, H44 1.086, H45 1.087
22 C 0.8082 -3.2384 -5.3654  C21 1.530, O23 1.428, H46 1.096, H47 1.093
23 O 1.2002 -1.9169 -4.9937  C22 1.428, C24 1.415
24 C 0.4289 -0.9071 -5.6158  O23 1.415, H48 1.092, H49 1.086, H50 1.094
25 H -3.7691 -1.5493 2.5246  C1 1.086
26 H -2.6576 -0.9802 1.2532  C1 1.085
27 H -4.3741 -0.6940 1.1469  C1 1.087
28 H -4.2839 -3.4784 1.3879  C2 1.089
29 H -4.6479 -2.5730 -0.0629  C2 1.084
30 H -0.3143 -3.9058 0.9873  C4 1.087
31 H -1.4557 -3.2361 2.1308  C4 1.086
32 H -0.6396 -2.1919 0.9353  C4 1.085
33 H -2.4854 -4.0806 -3.3676  C6 1.088
34 H -3.2782 -2.5361 -3.5204  C6 1.088
35 H -1.9495 -0.8877 -2.7473  C10 1.102
36 H -3.6941 0.0820 -1.1137  N11 1.015
37 H -4.1096 -0.6891 -2.4649  N11 1.012
38 H 1.1225 -1.8295 -2.6902  C16 1.087
39 H -0.7429 -2.7782 -3.3324  C18 1.092
40 H 0.6089 -4.7138 -1.5873  C19 1.084
41 H -1.0672 -5.1124 -1.8603  C19 1.089
42 H 0.4312 -6.0598 -3.5496  C20 1.090
43 H -0.7583 -4.9995 -4.2742  C20 1.090
44 H 1.8523 -3.6628 -3.5455  C21 1.086
45 H 1.9449 -4.9090 -4.7765  C21 1.087
46 H -0.2812 -3.2626 -5.4809  C22 1.096
47 H 1.2369 -3.4841 -6.3404  C22 1.093
48 H 0.1736 -1.1813 -6.6413  C24 1.092
49 H 1.0140 0.0077 -5.6407  C24 1.086
50 H -0.4889 -0.7263 -5.0485  C24 1.094
51 C 5.3285 0.6197 -0.9514  C52 1.519, H54 1.091, H55 1.092, H56 1.092
52 C 4.9629 -0.3087 0.1938  C51 1.519, O53 1.422, H57 1.090, H58 1.096
53 O 3.8504 0.1863 0.9282  C52 1.422, H59 0.964
54 H 5.5601 1.6148 -0.5698  C51 1.091
55 H 6.1914 0.2456 -1.5065  C51 1.092
56 H 4.4912 0.7201 -1.6456  C51 1.092
57 H 5.7972 -0.3946 0.8905  C52 1.090
58 H 4.7317 -1.3104 -0.1873  C52 1.096
59 H 3.1055 0.2484 0.3194  O53 0.964
60 C -5.4418 1.9314 4.4229  C61 1.514, H63 1.091, H64 1.091, H65 1.092
61 C -4.9928 1.3431 3.1019  C60 1.514, O62 1.430, H66 1.088, H67 1.096
62 O -5.9701 0.4421 2.5746  C61 1.430, H68 0.963
63 H -5.6206 1.1393 5.1513  C60 1.091
64 H -4.6918 2.6140 4.8260  C60 1.091
65 H -6.3788 2.4767 4.2921  C60 1.092
66 H -4.0712 0.7773 3.2248  C61 1.088
67 H -4.8089 2.1388 2.3710  C61 1.096
68 H -6.7830 0.9440 2.4558  O62 0.963
69 C 9.2626 -0.6299 0.9029  C70 1.517, H72 1.090, H73 1.091, H74 1.092
70 C 8.7329 -1.9366 0.3427  C69 1.517, O71 1.428, H75 1.089, H76 1.094
71 O 9.7840 -2.8594 0.0555  C70 1.428, H77 0.961
72 H 9.9608 -0.1725 0.2015  C69 1.090
73 H 8.4510 0.0725 1.0977  C69 1.091
74 H 9.8007 -0.8015 1.8380  C69 1.092
75 H 8.2099 -1.7606 -0.5963  C70 1.089
76 H 8.0267 -2.3965 1.0409  C70 1.094
77 H 10.2533 -3.0403 0.8748  O71 0.961
78 C -0.3656 -0.6822 3.9470  C79 1.516, H81 1.091, H82 1.091, H83 1.093
79 C -1.2076 -0.7966 5.2028  C78 1.516, O80 1.428, H84 1.089, H85 1.096
80 O -2.4547 -1.4477 4.9601  C79 1.428, H86 0.962
81 H -0.9076 -0.1318 3.1769  C78 1.091
82 H 0.5726 -0.1643 4.1523  C78 1.091
83 H -0.1320 -1.6697 3.5412  C78 1.093
84 H -1.4512 0.1915 5.5894  C79 1.089
85 H -0.6619 -1.3434 5.9802  C79 1.096
86 H -2.2649 -2.3308 4.6306  O80 0.962
87 C 9.2936 -5.1687 -2.9423  C88 1.517, H90 1.090, H91 1.091, H92 1.092
88 C 8.7053 -4.0688 -3.8064  C87 1.517, O89 1.424, H93 1.088, H94 1.096
89 O 8.0318 -3.0854 -3.0271  C88 1.424, H95 0.963
90 H 8.5094 -5.6480 -2.3556  C87 1.090
91 H 9.7880 -5.9256 -3.5536  C87 1.091
92 H 10.0225 -4.7575 -2.2413  C87 1.092
93 H 7.9636 -4.4760 -4.4908  C88 1.088
94 H 9.4914 -3.5909 -4.4018  C88 1.096
95 H 8.6813 -2.7113 -2.4226  O89 0.963
96 C -2.0123 4.6700 1.6497  C97 1.516, H99 1.092, H100 1.087, H101 1.094
97 C -1.6866 4.0909 3.0118  C96 1.516, O98 1.428, H102 1.088, H103 1.096
98 O -1.4911 2.6778 2.9404  C97 1.428, H104 0.962
99 H -2.9109 4.2006 1.2440  C96 1.092
100 H -2.1725 5.7439 1.7096  C96 1.087
101 H -1.1981 4.4767 0.9445  C96 1.094
102 H -2.5037 4.2648 3.7083  C97 1.088
103 H -0.7838 4.5571 3.4227  C97 1.096
104 H -0.7607 2.5121 2.3359  O98 0.962
105 C -1.8250 8.6433 5.5135  C106 1.517, H108 1.090, H109 1.091, H110 1.093
106 C -1.4166 8.0790 4.1658  C105 1.517, O107 1.426, H111 1.089, H112 1.095
107 O -2.3977 7.1882 3.6389  C106 1.426, H113 0.962
108 H -1.9956 7.8359 6.2257  C105 1.090
109 H -1.0545 9.3046 5.9117  C105 1.091
110 H -2.7545 9.2113 5.4279  C105 1.093
111 H -0.4990 7.4995 4.2577  C106 1.089
112 H -1.2382 8.8905 3.4523  C106 1.095
113 H -3.2177 7.6805 3.5355  O107 0.962
114 C 5.6551 -4.2454 -6.9497  C115 1.517, H117 1.090, H118 1.090, H119 1.093
115 C 4.8073 -4.6899 -5.7725  C114 1.517, O116 1.428, H120 1.089, H121 1.095
116 O 3.6717 -5.4429 -6.2006  C115 1.428, H122 0.962
117 H 5.0590 -3.6489 -7.6405  C114 1.090
118 H 6.5051 -3.6489 -6.6199  C114 1.090
119 H 6.0344 -5.1095 -7.5011  C114 1.093
120 H 4.4157 -3.8272 -5.2357  C115 1.089
121 H 5.4015 -5.2853 -5.0713  C115 1.095
122 H 3.9863 -6.2172 -6.6765  O116 0.962
123 C -9.9287 1.8890 1.8218  C124 1.518, H126 1.091, H127 1.090, H128 1.092
124 C -9.6515 2.4147 3.2187  C123 1.518, O125 1.427, H129 1.089, H130 1.095
125 O -8.6029 3.3821 3.2296  C124 1.427, H131 0.962
126 H -9.0297 1.4429 1.3942  C123 1.091
127 H -10.7170 1.1358 1.8356  C123 1.090
128 H -10.2398 2.6997 1.1589  C123 1.092
129 H -9.3255 1.6081 3.8739  C124 1.089
130 H -10.5591 2.8541 3.6448  C124 1.095
131 H -8.8708 4.1160 2.6687  O125 0.962
132 C 2.0904 3.3464 4.6480  C133 1.517, H135 1.091, H136 1.091, H137 1.093
133 C 2.5859 4.7706 4.8140  C132 1.517, O134 1.426, H138 1.089, H139 1.095
134 O 2.6812 5.1527 6.1846  C133 1.426, H140 0.961
135 H 1.1138 3.2263 5.1186  C132 1.091
136 H 2.0058 3.0837 3.5924  C132 1.091
137 H 2.7748 2.6404 5.1243  C132 1.093
138 H 1.8933 5.4733 4.3524  C133 1.089
139 H 3.5626 4.8925 4.3334  C133 1.095
140 H 3.2991 4.5543 6.6142  O134 0.961
141 C -3.2220 4.4927 -2.0374  C142 1.517, H144 1.090, H145 1.091, H146 1.093
142 C -4.3683 5.3370 -1.5120  C141 1.517, O143 1.425, H147 1.089, H148 1.096
143 O -3.9339 6.6245 -1.0819  C142 1.425, H149 0.962
144 H -2.4573 4.3749 -1.2702  C141 1.090
145 H -3.5704 3.5042 -2.3415  C141 1.091
146 H -2.7510 4.9708 -2.8996  C141 1.093
147 H -4.8242 4.8656 -0.6425  C142 1.089
148 H -5.1411 5.4516 -2.2804  C142 1.096
149 H -3.5370 7.0690 -1.8365  O143 0.962

Max |F| ... 1.06 eV/A
E_tot ... -3984.88416 hartree
SMILES ... CCP(C)[C@]1(CC(=O)F)[C@H](CCCCOC)[C@H](Cl)S(=O)(=O)O[C@@H]1N.CCO.CCO.CCO.CCO.CCO.CCO.CCO.CCO.CCO.CCO.CCO